Here is a structure of composition C58H127F3N6O12Y at a distorted geometry from OMol25. Energies are from ωB97M-V/def2-TZVPD.

Calculated values
total charge: +1
gap between HOMO and LUMO: 3.72 eV

Last column: Mulliken charge in e.
CARTESIAN COORDINATES (ANGSTROEM)
1 Y 0.37698 -6.27224 -0.04956  1.2054
2 F 1.33993 -1.89095 -2.05433  0.2707
3 F -0.51027 -1.00573 -1.38008  0.1036
4 F -0.55491 -2.97032 -2.33136  -0.4262
5 O 1.29163 -5.97133 2.47355  -0.5246
6 O -2.42008 1.48866 5.84247  -0.4006
7 O -0.40871 4.15817 -2.13334  0.0247
8 O -3.73909 -2.73529 -0.87285  -0.5508
9 O -0.90776 -2.62603 0.60731  0.0181
10 O 3.71366 -0.60149 -4.55673  -0.1162
11 O -2.19272 2.99901 3.47174  -0.0873
12 O 2.70072 -6.43155 0.10901  -1.0257
13 O 0.95372 -3.90972 0.20225  0.3229
14 O 5.90460 -2.24449 2.34737  -0.5780
15 O 2.66276 -3.41496 2.53734  -0.7609
16 O 1.04970 -5.35477 -2.16755  -0.2499
17 N 5.17362 -1.61746 1.31797  1.1443
18 N -0.82049 2.97707 3.11385  0.3315
19 N 0.22420 3.93449 -3.35902  -0.0545
20 N 3.56801 -1.56512 -5.58617  0.6564
21 N -4.80704 -2.05769 -0.28416  0.9919
22 N -3.80578 1.36728 6.18698  0.6918
23 C 5.27537 -3.65666 -0.00542  -1.0640
24 C 1.62621 3.21870 1.78324  0.1271
25 C -3.92950 3.78195 5.84064  -2.2030
26 C 2.88516 0.16160 -7.23510  -2.3422
27 C 0.30883 -2.69782 -0.06630  0.6963
28 C -3.76920 0.12841 -0.77754  -1.9239
29 C 5.57819 -2.15002 0.00340  1.5618
30 C 4.30863 -0.08224 2.99235  -1.9214
31 C 4.54517 -1.64570 -0.99310  1.5850
32 C -4.99801 -0.73926 -0.89492  1.7575
33 C 0.67045 2.53636 -5.32338  -1.3663
34 C 3.96635 -3.44324 -7.72564  -0.9099
35 C -3.53885 -0.47814 7.85464  -1.8561
36 C -6.25476 0.02015 -0.34604  -1.2002
37 C 0.69112 6.33772 -3.86719  -1.9522
38 C 0.99074 1.86918 1.87974  -0.0850
39 C 5.31589 -0.59516 -7.02471  -1.8234
40 C -6.34305 1.15999 7.32968  -0.7189
41 C -5.34244 -3.86999 1.21149  -1.7551
42 C -3.69793 -0.96792 5.40905  -2.7401
43 C 3.91801 0.25200 0.55736  0.9446
44 C -7.41325 -0.90205 -0.01381  -0.8102
45 C -0.15953 4.30014 3.33221  1.9372
46 C 7.04208 -1.80495 -0.35247  -1.9378
47 C 2.87683 -3.21345 -4.02673  -1.3399
48 C -0.33379 4.63634 4.82502  -2.0596
49 C -5.70417 -0.03870 6.65666  -1.0556
50 C 2.30653 4.94479 -2.56282  -1.5695
51 C -5.91944 -2.93764 0.15056  1.1506
52 C -4.35265 2.62181 6.72125  1.8895
53 C -0.52810 2.03705 2.07765  1.4992
54 C -4.14286 -0.02137 6.51941  2.1211
55 C -3.92067 2.87231 8.16409  -1.7391
56 C -1.23236 2.29867 0.72080  -0.9226
57 C 2.04173 3.16131 -5.42012  -0.3833
58 C 1.27775 4.90374 -3.72686  1.5228
59 C -5.32328 -0.91539 -2.37803  -1.8119
60 C 0.04867 2.57647 -3.92006  2.0698
61 C 3.83654 -1.02191 -6.89724  1.6829
62 C 1.96378 4.62835 -5.08712  -1.4925
63 C -6.52305 -3.76476 -1.01920  -1.7093
64 C 1.31099 4.08882 2.98902  -1.8779
65 C 0.80140 1.56491 -3.02213  -0.7245
66 C -1.44474 2.28050 -4.07781  -1.9679
67 C 3.83931 -2.93728 -5.21590  1.7160
68 C -5.87511 2.44896 6.69515  -1.3614
69 C 0.15360 -2.16902 -1.50597  0.3220
70 C 4.93629 -0.16966 1.61716  1.4351
71 C 5.26294 -3.27760 -4.77654  -1.6481
72 C -1.02997 0.64850 2.49801  -1.7229
73 C 3.48320 -2.03890 -7.99705  -1.3236
74 C -6.98430 -2.07415 0.86791  -0.8860
75 C -2.29925 -2.21448 2.41609  0.1356
76 C -0.77899 5.31811 2.36386  -1.5567
77 C 6.19552 0.71189 1.49943  -2.0210
78 C 4.33341 -0.15606 -0.84107  -0.9271
79 C -0.88059 -2.54805 2.02651  -0.2064
80 C 3.49926 -3.93491 -6.33157  -1.4562
81 H 1.44107 3.76544 0.85660  -0.2632
82 H 1.42849 1.23623 2.65563  0.3858
83 H -6.60800 0.79451 -1.02654  0.4786
84 H 0.31800 5.47285 5.07719  0.5083
85 H 3.08890 -2.57427 2.30968  0.2036
86 H 2.88934 1.03511 -6.58574  0.3548
87 H -3.10096 0.10517 -1.64276  0.2532
88 H -2.10769 0.48570 2.39739  1.0487
89 H -6.33560 3.34145 7.13047  0.4590
90 H 1.85679 1.84194 -2.96123  0.2800
91 H 2.84422 2.57497 -4.97038  0.2313
92 H 0.55653 -4.96011 -2.90619  0.2450
93 H 5.99005 -1.43499 -7.22284  0.3730
94 H -2.45772 1.37008 4.88596  0.0909
95 H -4.46537 3.71453 8.60330  0.3990
96 H -6.20637 -4.49478 1.45378  0.6466
97 H -7.87382 -1.24552 -0.94447  0.3229
98 H 3.54676 -2.08418 -0.94050  -0.9679
99 H 5.27246 -2.73048 2.88809  0.3694
100 H 5.01520 -0.37576 3.77344  0.4914
101 H -5.00715 -3.16821 1.97147  0.2287
102 H -1.17317 4.69233 -2.39283  0.2777
103 H -4.00733 3.52117 4.78359  0.5750
104 H 1.84571 -0.17900 -7.25851  0.4724
105 H -0.25157 -1.75810 2.45037  0.3625
106 H -4.04542 1.18892 -0.82215  0.5592
107 H 2.98902 4.99056 -4.97519  0.4751
108 H 2.01949 3.88397 3.79696  0.2653
109 H 2.47285 -1.96161 -8.39503  0.5245
110 H 2.41787 -4.14033 -6.33497  0.4434
111 H -2.98772 -2.99034 2.09589  -0.1090
112 H -4.15690 2.09903 8.89844  0.3366
113 H 2.35533 -3.76835 1.68280  -0.0412
114 H 0.91473 -1.87985 0.35625  -0.4308
115 H -0.95723 1.64102 -0.10849  -0.1162
116 H -0.36134 6.31703 2.51158  0.5062
117 H 2.81222 -0.25662 -4.51362  0.1920
118 H -5.99335 0.57628 0.56210  0.4145
119 H -0.50039 -3.44875 2.51930  -0.2891
120 H 3.65999 0.24779 -1.60709  -0.1303
121 H 7.28491 -0.75230 -0.36525  0.3358
122 H 1.15175 1.29934 0.96006  -0.6021
123 H 2.01556 -6.36145 2.98030  0.2734
124 H -8.14663 -0.26386 0.48623  0.4634
125 H -5.76061 -4.12962 -1.70745  0.2477
126 H 3.02489 0.54671 -8.24739  0.5267
127 H 0.70981 0.54931 -3.41361  0.3864
128 H -2.94041 4.15096 6.10782  0.1157
129 H 1.71918 5.06539 2.68869  0.5871
130 H -0.62387 -0.10288 1.80805  -0.7250
131 H -7.42815 1.14901 7.21017  0.4189
132 H 0.92675 -5.27975 3.04579  0.2653
133 H 5.21348 0.42597 -1.14306  0.3635
134 H -4.16483 -0.24239 8.71611  0.4054
135 H 5.04921 -3.54527 -7.76634  0.3310
136 H 3.13040 5.62344 -2.77468  0.5227
137 H -0.07791 3.79120 5.46313  0.3739
138 H -1.88351 2.53143 -3.10640  0.3863
139 H -1.86375 3.01105 -4.76931  0.5452
140 H -2.27960 -2.07771 3.49955  0.4070
141 H 1.50278 5.18445 -5.90176  0.3808
142 H 2.97366 -2.38012 -3.33534  -0.3665
143 H -2.32457 2.32754 0.74017  0.2810
144 H 7.62205 -2.40880 0.34830  0.4259
145 H 5.43938 -4.29693 -4.43825  0.4480
146 H -5.80460 -0.06263 -2.86338  0.4107
147 H -6.16478 -1.60654 -2.49195  0.4131
148 H 3.03782 -4.18263 -3.55411  0.2855
149 H -3.78136 -0.56115 4.40230  0.4740
150 H 4.26800 -3.73465 0.38819  -0.2551
151 H -0.05816 6.23093 -4.65904  0.5005
152 H -7.09972 -4.57499 -0.57395  0.4901
153 H 5.35009 -3.99156 -1.04313  0.3579
154 H 6.05963 -3.06386 -5.49416  0.3400
155 H 2.64071 3.93049 -2.32890  0.2264
156 H -2.52020 -1.21599 2.03958  -0.2427
157 H 7.27290 -2.28007 -1.31102  0.4203
158 H 3.79176 -4.93666 -6.00471  0.4649
159 H 6.18430 1.44263 2.31372  0.5177
160 H -2.66345 -1.23428 5.63222  0.6046
161 H -0.49056 5.06412 1.34031  0.1375
162 H 2.93785 -0.12482 0.86787  -0.8533
163 H -4.53883 -1.37381 -2.98039  0.3147
164 H 3.45736 -4.15922 -8.37373  0.4841
165 H -3.38546 -1.55960 7.90327  0.4289
166 H -6.12971 1.24500 8.39763  0.3247
167 H 3.08632 -5.55646 -0.01346  0.3313
168 H 5.71191 -0.16350 -6.10594  0.2339
169 H -1.67373 1.24513 -4.31734  0.3180
170 H 0.80132 1.47496 -5.56319  0.3379
171 H 5.99170 -4.29677 0.51455  0.4459
172 H -4.31456 -1.86361 5.50721  0.4224
173 H 3.98328 0.90404 3.32872  0.3799
174 H -1.00308 3.28780 0.31236  0.0227
175 H -6.07539 -0.02491 5.62616  0.3462
176 H -4.61625 4.62460 5.95925  0.4284
177 H -6.52560 -1.58287 1.72920  0.2398
178 H -1.86683 5.32701 2.32751  0.2370
179 H 6.31085 1.13925 0.50881  0.3119
180 H -7.14780 -3.13591 -1.65076  0.3506
181 H 1.84064 -5.74600 -2.57508  0.2849
182 H -4.57126 -4.55504 0.85929  0.1818
183 H 7.12170 0.20140 1.77766  0.4140
184 H 0.11042 6.76298 -3.04376  0.3013
185 H 3.45164 -0.75782 3.06450  0.3001
186 H -2.56097 -0.01094 7.98769  0.3210
187 H 3.81655 1.34147 0.60555  0.0482
188 H 5.47134 0.06570 -7.87902  0.4961
189 H -0.02998 2.92026 -6.06601  0.4030
190 H 4.09666 -1.78791 -8.87155  0.4033
191 H 1.78882 5.25131 -1.65259  0.2433
192 H 2.70849 3.04259 1.81988  0.2519
193 H 1.43126 7.09277 -4.12721  0.3882
194 H -2.15874 3.06644 4.43328  -0.1306
195 H -3.20133 0.00793 0.14659  0.0504
196 H 2.29970 3.15516 -6.48695  0.5231
197 H -3.02122 -2.74657 -0.22726  0.2625
198 H -0.75794 0.30602 3.50057  0.8277
199 H -6.02618 -0.96101 7.14308  0.3791
200 H 1.82270 -3.07207 -4.29075  0.5685
201 H -1.37374 4.91521 4.99853  0.4475
202 H -7.89805 -2.61578 1.10668  0.4605
203 H 0.47128 1.62100 -1.98296  -0.8098
204 H -6.17017 2.58027 5.64550  0.4234
205 H 4.87770 -1.73645 -2.03116  -0.8460
206 H -2.84225 3.03398 8.21384  0.3748
207 H 5.50656 -2.56172 -3.98053  0.1896